{
  "formula": "C4H11N3",
  "method": "wB97M-V/def2-TZVPD",
  "elements": ["H", "N", "C", "N", "N", "C", "C", "C", "H", "H", "H", "H", "H", "H", "H", "H", "H", "H"],
  "coordinates": [[-0.929, 0.387, -2.890], [-0.296, 0.784, -2.194], [-0.152, -0.043, -1.231], [-1.170, -0.666, -0.733], [1.110, -0.275, -0.677], [1.070, -0.649, 0.695], [0.618, 0.295, 1.760], [-0.868, 0.598, 1.792], [-1.128, -1.497, -0.231], [-1.894, 0.070, -0.770], [1.548, 0.664, -0.745], [0.613, -1.633, 0.752], [2.093, -1.046, 0.963], [1.143, 1.227, 1.575], [0.934, -0.088, 2.743], [-1.506, -0.319, 1.699], [-1.087, 0.880, 2.894], [-1.305, 1.244, 1.135]],
  "forces_ev_per_a": [[-0.55, 0.67, 0.59], [1.11, 0.49, -1.22], [3.12, 0.86, -1.93], [-3.62, 0.50, -0.45], [-0.28, 2.44, 0.07], [2.40, -2.89, 1.22], [-0.27, 0.48, -0.35], [-0.66, -2.69, 4.60], [-0.38, -1.01, 1.17], [-0.38, -2.07, 0.43], [0.29, -0.97, -0.55], [-0.83, -0.04, 0.16], [-0.47, 0.96, -0.24], [0.27, 0.33, 0.28], [-0.08, 0.10, -0.38], [0.78, 0.40, 0.12], [0.07, 0.24, -1.84], [-0.53, 2.19, -1.68]],
  "nbo_charge": [0.349, -0.845, 0.589, -0.846, -0.610, -0.231, -0.426, -0.600, 0.398, 0.427, 0.387, 0.178, 0.205, 0.203, 0.217, 0.192, 0.208, 0.206],
  "homo_energy_ev": -8.69,
  "multiplicity": 1,
  "smiles": "[H]/N=C(\\N)NCCC",
  "de_lowest_ev": 2.507
}

{
  "formula": "C4H11N3",
  "method": "wB97M-V/def2-TZVPD",
  "elements": ["C", "C", "C", "N", "N", "C", "N", "H", "H", "H", "H", "H", "H", "H", "H", "H", "H", "H"],
  "coordinates": [[-0.634, -0.072, -1.334], [1.597, -0.280, 1.576], [-2.081, 0.031, -0.865], [0.580, -0.597, 0.593], [0.015, -1.795, 0.462], [0.742, 1.602, -0.266], [0.290, 0.335, -0.294], [0.544, -2.481, 0.996], [-0.461, 0.563, -2.204], [-0.411, -1.117, -1.562], [1.247, 0.512, 2.245], [2.522, 0.042, 1.090], [1.793, -1.172, 2.168], [0.255, 2.302, -0.913], [1.300, 1.972, 0.570], [-2.750, -0.225, -1.681], [-2.306, 1.044, -0.534], [-2.243, -0.664, -0.046]],
  "forces_ev_per_a": [[-0.59, -0.28, -0.45], [-0.07, 0.05, 0.12], [0.21, 0.03, 0.08], [0.74, -0.26, 0.50], [-0.57, -0.61, -0.12], [0.25, 0.46, 0.19], [-0.06, -0.06, -0.07], [0.18, 0.44, 0.06], [0.15, 0.00, 0.16], [0.06, 0.23, -0.10], [0.04, -0.01, -0.07], [-0.06, 0.07, -0.06], [-0.12, 0.06, -0.14], [-0.12, -0.02, -0.20], [0.11, -0.09, 0.14], [-0.09, -0.04, -0.10], [-0.02, 0.04, 0.01], [-0.05, -0.03, 0.06]],
  "nbo_charge": [-0.231, -0.439, -0.620, 0.050, -0.698, -0.436, -0.105, 0.323, 0.206, 0.254, 0.212, 0.215, 0.225, 0.199, 0.192, 0.214, 0.204, 0.236],
  "homo_energy_ev": [-6.04, -6.41],
  "multiplicity": 1,
  "de_lowest_ev": 5.346
}

{
  "formula": "C4H11N3",
  "method": "wB97M-V/def2-TZVPD",
  "elements": ["H", "N", "C", "N", "C", "C", "C", "N", "H", "H", "H", "H", "H", "H", "H", "H", "H", "H"],
  "coordinates": [[2.144, 1.119, 1.317], [1.885, 1.924, 0.747], [0.622, 2.072, 0.737], [-0.315, 1.047, 0.706], [-0.429, 0.524, -0.680], [-1.295, -0.736, -0.831], [-0.766, -1.926, 0.028], [0.513, -2.459, -0.469], [0.122, 3.041, 0.634], [-1.200, 1.240, 1.155], [0.583, 0.288, -1.041], [-0.787, 1.342, -1.327], [-2.212, -0.464, -0.311], [-1.342, -0.877, -1.907], [-0.722, -1.412, 1.002], [-1.398, -2.831, 0.042], [1.150, -1.702, -0.235], [0.489, -2.665, -1.456]],
  "forces_ev_per_a": [[-0.05, -0.85, -1.10], [-0.65, 1.31, 1.38], [0.19, 0.45, -0.18], [0.22, -1.87, 0.22], [0.49, -0.14, 0.00], [0.30, 0.47, 1.43], [-0.23, -0.02, -1.64], [0.21, 1.00, 1.82], [0.69, 0.44, -0.37], [-0.12, 0.32, -0.37], [-0.17, 0.22, 0.28], [-0.16, -0.36, -0.08], [-0.83, -0.09, -0.80], [-0.61, -0.48, 0.01], [0.58, -1.09, 0.05], [-0.54, 0.92, 0.20], [0.66, -0.52, -0.74], [0.01, 0.29, -0.11]],
  "nbo_charge": [0.351, -0.663, 0.317, -0.697, -0.213, -0.422, -0.228, -0.837, 0.132, 0.373, 0.199, 0.177, 0.194, 0.210, 0.204, 0.196, 0.351, 0.356],
  "homo_energy_ev": -9.17,
  "multiplicity": 1,
  "smiles": "[H]/N=C\\NCCCN",
  "de_lowest_ev": 2.593
}

{
  "formula": "C4H11N3",
  "method": "wB97M-V/def2-TZVPD",
  "elements": ["N", "C", "N", "C", "C", "C", "N", "H", "H", "H", "H", "H", "H", "H", "H", "H", "H", "H"],
  "coordinates": [[-0.952, -0.854, 1.558], [-0.657, -2.028, 0.846], [0.337, -2.214, 0.049], [1.130, -1.119, -0.518], [0.570, 0.204, -1.071], [0.436, 1.602, -0.438], [-0.823, 1.759, 0.317], [-1.907, -0.519, 1.605], [-0.368, -0.050, 1.418], [-1.407, -2.779, 1.013], [2.086, -0.857, 0.016], [1.390, -1.749, -1.403], [-0.450, 0.069, -1.444], [1.367, 0.453, -1.917], [0.610, 2.390, -1.148], [1.198, 1.831, 0.304], [-1.604, 1.394, -0.207], [-0.954, 2.470, 1.019]],
  "forces_ev_per_a": [[-0.01, -0.66, -0.18], [0.79, 2.04, -0.42], [-1.80, 0.20, 1.55], [1.07, -0.79, -0.25], [0.96, 1.36, -1.86], [0.06, 0.04, 2.68], [0.53, -0.93, -0.72], [0.02, -0.58, 0.08], [0.28, 0.09, -0.32], [0.09, -0.72, 0.08], [-0.78, -0.64, -0.09], [0.68, 1.41, 0.12], [0.28, -0.49, -0.82], [-2.01, -0.78, 1.15], [-0.32, 0.13, -0.97], [0.54, -0.39, 0.15], [-0.33, 0.63, 0.39], [-0.05, 0.09, -0.57]],
  "nbo_charge": [-0.843, 0.286, -0.505, -0.273, -0.429, -0.217, -0.899, 0.378, 0.397, 0.164, 0.192, 0.222, 0.196, 0.217, 0.177, 0.183, 0.365, 0.388],
  "homo_energy_ev": -8.64,
  "multiplicity": 1,
  "smiles": "N/C=N\\CCCN",
  "de_lowest_ev": 2.674
}

{
  "formula": "C4H11N3",
  "method": "wB97M-V/def2-TZVPD",
  "elements": ["C", "N", "C", "N", "H", "H", "H", "H", "H", "H", "C", "C", "N", "H", "H", "H", "H", "H"],
  "coordinates": [[-1.551, 0.424, 1.277], [-0.365, 1.272, 1.267], [-0.299, 2.050, 0.271], [-1.224, 2.223, -0.751], [-1.581, -0.158, 2.196], [-1.472, -0.341, 0.490], [-2.487, 0.971, 1.155], [0.551, 2.722, 0.180], [-0.821, 2.688, -1.547], [-1.806, 1.439, -0.989], [1.976, -0.985, -0.931], [1.387, -1.919, -0.189], [0.512, -2.884, -0.682], [1.744, -0.919, -1.990], [2.635, -0.233, -0.530], [1.585, -1.964, 0.875], [-0.089, -2.590, -1.425], [0.038, -3.427, 0.012]],
  "forces_ev_per_a": [[0.50, -0.60, 0.10], [-0.47, -0.01, -0.17], [0.07, 0.18, -0.02], [0.43, 0.02, 0.16], [-0.09, 0.23, 0.17], [-0.13, 0.14, -0.17], [-0.07, 0.08, 0.03], [0.06, 0.02, 0.10], [-0.19, 0.01, -0.18], [-0.09, -0.08, 0.00], [-0.32, 0.06, -0.36], [0.14, 0.30, -0.02], [0.29, -0.02, 0.27], [0.12, -0.02, 0.00], [0.01, -0.09, 0.21], [0.04, -0.16, 0.01], [-0.12, 0.03, -0.29], [-0.20, -0.08, 0.15]],
  "nbo_charge": [-0.466, -0.472, 0.275, -0.837, 0.205, 0.179, 0.185, 0.162, 0.383, 0.384, -0.519, 0.009, -0.822, 0.181, 0.210, 0.192, 0.374, 0.376],
  "homo_energy_ev": -8.24,
  "multiplicity": 1,
  "smiles": "C/N=C\\N.C=CN",
  "de_lowest_ev": 2.015
}

{
  "formula": "C4H11N3",
  "method": "wB97M-V/def2-TZVPD",
  "elements": ["C", "C", "C", "N", "C", "N", "N", "H", "H", "H", "H", "H", "H", "H", "H", "H", "H", "H"],
  "coordinates": [[-2.227, 0.507, -0.169], [-1.080, -0.337, 0.467], [0.332, -0.030, 0.017], [2.867, 0.972, -0.455], [2.569, -0.191, 0.374], [1.394, -0.733, 0.680], [-3.134, -0.523, -0.794], [-3.265, -0.245, 0.359], [-2.550, 1.359, 0.474], [-1.223, -1.401, 0.247], [-1.009, -0.253, 1.554], [0.384, -0.068, -1.063], [0.355, 1.070, 0.264], [2.238, 1.060, 0.498], [2.383, 0.768, -1.327], [3.429, -0.504, 0.961], [-1.699, 1.140, -0.940], [-4.083, -0.135, -0.785]],
  "forces_ev_per_a": [[4.80, 2.24, -2.46], [0.45, -1.11, 0.77], [-1.39, 2.09, -0.11], [-0.32, -1.75, 2.43], [-0.36, -3.85, 0.99], [2.48, 1.40, -1.03], [-1.81, 1.82, 5.33], [-1.24, -3.74, -1.77], [-0.64, -0.94, 0.19], [-0.56, 0.20, 0.09], [-0.50, -0.01, 0.12], [0.08, -0.19, -0.51], [0.72, -0.43, -0.38], [-0.04, 3.76, -2.30], [-1.05, 0.91, 0.30], [-0.06, -0.31, -0.04], [-0.40, -0.51, 0.02], [-0.17, 0.42, -1.64]],
  "nbo_charge": [-0.354, -0.412, -0.265, -0.795, 0.141, -0.421, -0.761, 0.393, 0.205, 0.227, 0.202, 0.184, 0.163, 0.422, 0.371, 0.188, 0.178, 0.335],
  "homo_energy_ev": -9.97,
  "multiplicity": 1,
  "de_lowest_ev": 7.460
}